Computed, not measured: a single C17H31NO3 molecule, with wB97M-V/def2-TZVPD.

```
52
Properties=species:S:1:pos:R:3:forces:R:3:nbo_charge:R:1
C 1.301 3.896 0.222 0.0 -0.2 -0.2 -0.60
C 1.741 2.731 -0.664 0.1 0.1 0.3 -0.21
C 3.075 3.058 -1.330 -0.3 -0.1 -0.1 -0.61
C 1.823 1.448 0.169 -0.1 0.0 -0.5 -0.39
C 2.066 0.192 -0.667 -0.1 0.0 0.4 -0.38
C 1.914 -1.081 0.178 0.3 0.0 -0.3 -0.34
C 3.075 -1.117 1.149 0.1 0.1 0.0 0.82
O 4.238 -1.085 0.850 0.2 0.0 -0.1 -0.61
O 2.663 -1.171 2.421 -0.4 -0.1 0.6 -0.69
C 1.923 -2.371 -0.670 0.0 -0.1 0.2 -0.17
C 2.027 -3.605 0.226 0.1 0.1 -0.1 -0.62
C 0.669 -2.480 -1.557 0.1 0.0 0.1 -0.50
C -0.612 -2.389 -0.740 0.3 0.2 -0.5 0.69
O -1.072 -3.326 -0.123 -0.1 -0.4 0.3 -0.64
N -1.193 -1.168 -0.748 -0.2 0.4 0.0 -0.62
C -2.390 -0.847 0.001 0.0 0.2 0.0 -0.07
C -2.102 0.235 1.044 -0.2 -0.4 0.2 -0.40
C -3.365 0.559 1.836 0.1 0.3 -0.1 -0.40
C -4.483 1.010 0.901 -0.1 -0.3 0.2 -0.40
C -4.769 -0.066 -0.142 0.1 0.3 -0.2 -0.40
C -3.508 -0.389 -0.937 -0.1 -0.3 0.2 -0.40
H 0.339 3.689 0.686 -0.1 0.0 0.1 0.20
H 2.031 4.065 1.011 0.1 0.0 0.1 0.20
H 1.211 4.809 -0.362 0.0 0.1 0.0 0.21
H 0.986 2.590 -1.448 0.0 0.0 0.0 0.18
H 3.360 2.285 -2.038 0.1 -0.1 -0.1 0.21
H 3.008 4.001 -1.867 0.1 0.1 -0.1 0.21
H 3.859 3.145 -0.581 0.1 0.0 0.1 0.20
H 2.622 1.553 0.907 0.0 0.0 0.1 0.20
H 0.885 1.328 0.718 0.0 0.0 0.1 0.20
H 3.076 0.202 -1.078 0.0 0.0 -0.1 0.23
H 1.364 0.177 -1.501 0.0 0.0 -0.1 0.19
H 0.994 -1.046 0.767 0.0 0.0 0.0 0.23
H 3.420 -1.200 3.028 0.1 0.0 -0.3 0.50
H 2.803 -2.337 -1.322 -0.1 0.0 0.0 0.22
H 2.938 -3.578 0.819 0.1 -0.1 0.1 0.21
H 2.046 -4.507 -0.382 0.0 -0.1 0.0 0.21
H 1.171 -3.665 0.892 -0.1 -0.1 0.1 0.23
H 0.682 -3.458 -2.039 -0.1 0.1 0.0 0.24
H 0.679 -1.716 -2.335 0.0 0.0 0.0 0.21
H -0.770 -0.413 -1.265 0.1 -0.1 0.0 0.39
H -2.686 -1.775 0.502 0.0 0.1 0.0 0.23
H -1.315 -0.108 1.719 0.1 0.0 -0.1 0.22
H -1.747 1.137 0.536 0.1 0.1 0.0 0.19
H -3.150 1.341 2.567 0.0 -0.1 0.1 0.21
H -3.685 -0.331 2.381 0.0 0.0 0.1 0.20
H -5.386 1.218 1.478 0.0 0.1 0.0 0.21
H -4.186 1.934 0.399 0.0 0.1 0.0 0.19
H -5.121 -0.971 0.358 -0.1 -0.1 0.0 0.20
H -5.556 0.271 -0.819 -0.1 -0.1 0.0 0.21
H -3.714 -1.173 -1.668 0.1 0.0 -0.1 0.22
H -3.180 0.502 -1.480 0.0 0.1 -0.1 0.19
```
Forces are in eV/Å.

As for the SMILES: CC(C)CC[C@H](C(=O)O)[C@@H](C)CC(=O)NC1CCCCC1. The calculation puts the HOMO energy at -9.51 eV. Its relative energy (zero: lowest compared OMol25 entry of this formula, charge and spin) is 0.042 eV. The HOMO-LUMO gap is 10.186 eV. The electronic energy is -25766.9539 eV.